(1)
A structure of composition C4H5OTm at a distorted geometry, computed with ωB97M-V/def2-TZVPD.

```
! wB97M-V def2-TZVPD RIJCOSX def2/J DEFGRID3
* xyz 2 3
H -1.761 -0.203 0.562
C 1.487 1.240 0.687
C 0.571 0.268 0.746
C -0.726 0.290 0.024
C -1.125 -0.842 -0.796
O -0.678 -2.024 -0.605
Tm -1.348 -2.642 -2.796
H 1.313 2.154 0.113
H 0.803 -0.638 1.315
H 2.436 1.158 1.221
H -0.972 1.239 -0.472
*
```

Properties
Expectation value of S²: 2.01
LUMO energy (alpha / beta), eV: -10.1799 / -10.7552
Orbital gap (alpha / beta), eV: 6.77 / 6.20

Results of the Mulliken charge analysis, in e, for atoms 1 through 8:
1 H 0.2195
2 C -0.7532
3 C 0.1148
4 C -0.0082
5 C -0.1289
6 O -0.4659
7 Tm 1.7958
8 H 0.2347



(2)
A cluster of 2 separate species, C9H7ClO6 in total, computed with ωB97M-V/def2-TZVPD.

```
! wB97M-V def2-TZVPD RIJCOSX def2/J DEFGRID3
* xyz -2 1
C -1.162 0.215 2.865
C -0.051 -0.107 3.847
Cl 0.363 1.405 4.798
O 1.107 -0.703 3.360
C 1.620 -0.288 2.155
O 2.331 -1.011 1.540
H -2.099 -0.042 3.358
H -1.122 -0.337 1.932
H -1.186 1.279 2.662
H -0.409 -0.799 4.599
H 1.419 0.746 1.867
C 0.726 -0.799 -1.856
C -0.395 -0.187 -1.304
C -1.284 0.626 -2.289
O -2.341 1.141 -1.883
C -0.845 0.760 -3.631
C 0.289 0.161 -4.194
C 1.120 -0.737 -3.227
O 2.097 -1.368 -3.653
O 0.676 0.279 -5.374
O -0.757 -0.233 -0.098
H 1.377 -1.391 -1.219
H -1.475 1.390 -4.256
*
```

Properties
LUMO energy, eV: 4.3019
Orbital gap, eV: 4.14

Results of the Mulliken charge analysis, in e, for atoms 1 through 8:
1 C -1.0694
2 C 0.1881
3 Cl -0.2642
4 O -0.3629
5 C 0.2782
6 O -0.4436
7 H 0.3156
8 H 0.3448



(3)
A structure of composition C41H45GeNO3PW at a distorted geometry, computed with ωB97M-V/def2-TZVPD.

```
! wB97M-V def2-TZVPD RIJCOSX def2/J DEFGRID3
* xyz 4 4
W -0.271 0.060 0.642
C -2.026 -0.933 -1.855
O -1.981 -0.881 -0.381
C -3.280 -0.758 0.263
C -3.454 0.689 0.558
O -2.210 1.149 1.167
C -2.251 1.555 2.565
C -1.633 0.462 3.354
O -0.284 0.261 2.830
C 0.781 0.730 3.722
H -2.468 -1.874 -2.156
H -2.605 -0.086 -2.222
H -1.005 -0.889 -2.220
H -4.060 -1.146 -0.389
H -3.238 -1.364 1.163
H -3.582 1.272 -0.351
H -4.299 0.870 1.219
H -1.664 2.465 2.634
H -3.268 1.772 2.883
H -1.594 0.714 4.411
H -2.153 -0.485 3.244
H 0.507 0.455 4.737
H 1.690 0.199 3.468
H 0.904 1.801 3.634
N 1.960 0.021 0.842
C 2.775 -1.203 0.679
C 4.153 -1.078 0.680
C 4.925 -2.224 0.565
C 4.320 -3.476 0.453
C 2.940 -3.578 0.436
C 2.161 -2.423 0.538
P 0.380 -2.455 0.566
C -0.189 -3.360 -0.874
C 0.647 -3.531 -1.979
C 0.219 -4.302 -3.054
C -1.037 -4.892 -3.032
C -1.884 -4.701 -1.941
C -1.467 -3.932 -0.868
C -0.048 -3.430 2.027
C -0.314 -4.799 1.903
C -0.504 -5.564 3.046
C -0.447 -4.981 4.304
C -0.165 -3.625 4.432
C 0.035 -2.853 3.300
H 2.318 0.696 0.156
H 2.213 0.429 1.736
H 4.628 -0.104 0.771
H 6.006 -2.141 0.569
H 4.930 -4.368 0.379
H 2.465 -4.549 0.345
H 1.640 -3.095 -1.996
H 0.877 -4.454 -3.902
H -1.361 -5.506 -3.865
H -2.860 -5.170 -1.923
H -2.123 -3.810 -0.013
H -0.353 -5.280 0.937
H -0.691 -6.627 2.946
H -0.613 -5.586 5.188
H -0.090 -3.179 5.417
H 0.298 -1.811 3.406
C 0.953 3.585 1.763
Ge 0.431 2.537 0.197
C 1.980 2.537 -0.980
C 2.249 1.459 -1.840
C 3.366 1.454 -2.665
C 4.238 2.538 -2.639
C 3.990 3.613 -1.794
C 2.873 3.612 -0.961
C -0.991 3.653 -0.674
C -1.472 4.756 0.063
C -2.309 5.703 -0.493
C -2.735 5.565 -1.830
C -2.294 4.485 -2.599
C -2.678 4.380 -3.951
C -2.253 3.296 -4.741
C -1.440 2.334 -4.186
C -1.050 2.427 -2.838
C -1.442 3.497 -2.019
H 1.101 4.614 1.429
H 1.906 3.228 2.156
H 0.224 3.610 2.576
H 1.562 0.617 -1.903
H 3.559 0.618 -3.327
H 5.109 2.544 -3.281
H 4.669 4.457 -1.777
H 2.708 4.464 -0.309
H -1.157 4.904 1.089
H -2.628 6.558 0.091
H -3.417 6.290 -2.262
H -3.287 5.165 -4.389
H -2.555 3.227 -5.779
H -1.090 1.513 -4.802
H -0.420 1.662 -2.420
*
```

Properties
Expectation value of S²: 3.83
LUMO energy (alpha / beta), eV: -12.8209 / -13.4566
Orbital gap (alpha / beta), eV: 5.94 / 5.28

Results of the Mulliken charge analysis, in e, for atoms 1 through 8:
1 W 2.3578
2 C -1.1765
3 O 0.0680
4 C -0.9338
5 C -0.4868
6 O -0.3279
7 C -0.4992
8 C -0.6826



(4)
A cluster of 3 separate species, C4H12O3 in total at a distorted geometry, computed with ωB97M-V/def2-TZVPD.

```
! wB97M-V def2-TZVPD RIJCOSX def2/J DEFGRID3
* xyz 0 1
C -2.568 -0.678 0.191
C -1.412 0.102 0.786
C -0.159 -0.390 0.769
C 0.879 0.127 1.705
O 0.151 -1.469 -0.018
H -2.972 -0.236 -0.710
H -2.217 -1.674 -0.095
H -3.329 -0.894 0.943
H -1.583 1.154 0.966
H 1.865 -0.006 1.248
H 0.668 1.186 1.852
H 0.793 -0.380 2.666
H 0.908 -1.971 0.310
O 0.343 0.711 -2.206
H 0.142 -0.058 -1.653
H -0.259 0.625 -2.946
O 3.195 0.964 -1.268
H 2.232 0.977 -1.455
H 3.322 1.909 -1.084
*
```

Properties
LUMO energy, eV: 0.6307
Orbital gap, eV: 9.17
SMILES: C/C=C(/C)O.O.O
Energy above the lowest of the compared OMol25 structures with the same formula, charge and spin, kcal/mol: 18.1

Results of the Mulliken charge analysis, in e, for atoms 1 through 8:
1 C -1.0717
2 C -0.2196
3 C 0.6861
4 C -1.3906
5 O -0.5287
6 H 0.2938
7 H 0.2726
8 H 0.3242



(5)
A cluster of 10 separate species, C34H85N3O19 in total at a distorted geometry, computed with ωB97M-V/def2-TZVPD.

```
! wB97M-V def2-TZVPD RIJCOSX def2/J DEFGRID3
* xyz 1 2
C 1.802 23.277 0.567
C 2.297 21.940 1.124
O 3.609 21.686 0.536
C 4.619 21.124 1.283
O 4.482 20.826 2.472
O 5.738 21.208 0.592
C 7.071 21.020 1.145
H 2.587 24.027 0.668
H 0.980 23.654 1.176
H 1.452 23.224 -0.463
H 1.618 21.161 0.775
H 2.301 21.977 2.213
H 7.423 21.746 1.878
H 7.857 21.025 0.391
H 7.161 20.091 1.709
C 1.831 17.388 9.160
C 0.591 17.379 8.207
O 0.423 16.075 7.710
C 0.011 15.027 8.388
O -0.040 14.965 9.640
O -0.214 14.004 7.513
C -0.619 12.761 8.005
H 1.646 16.760 10.031
H 1.982 18.403 9.528
H 2.727 17.062 8.632
H 0.886 18.143 7.488
H -0.368 17.761 8.559
H 0.079 12.382 8.752
H -0.586 12.019 7.207
H -1.608 12.758 8.463
C -2.614 18.342 5.107
C -2.576 16.780 5.050
O -3.769 16.087 5.232
C -4.603 15.840 4.214
O -4.449 15.997 2.981
O -5.734 15.237 4.664
C -5.874 14.876 5.994
H -3.061 18.750 4.200
H -1.591 18.686 5.260
H -3.172 18.785 5.932
H -1.961 16.546 5.919
H -1.995 16.434 4.196
H -6.785 14.307 6.179
H -6.014 15.682 6.714
H -5.085 14.174 6.265
C 1.832 13.287 -0.034
O 2.230 13.383 1.334
C 1.162 12.982 2.219
C 1.651 12.965 3.708
N 1.911 14.337 4.161
C 2.721 14.428 5.417
C 3.487 15.754 5.499
O 4.441 15.812 4.409
C 4.756 17.193 4.148
H 2.629 13.655 -0.680
H 0.958 13.916 -0.196
H 1.617 12.267 -0.354
H 0.619 12.071 1.965
H 0.312 13.664 2.233
H 2.506 12.289 3.754
H 0.846 12.573 4.329
H 2.436 14.735 3.396
H 3.386 13.581 5.589
H 2.089 14.428 6.306
H 4.062 15.709 6.423
H 2.815 16.612 5.520
H 5.753 17.311 3.723
H 4.736 17.734 5.094
H 4.037 17.542 3.407
C 2.917 24.451 4.263
O 3.513 24.616 5.541
C 4.841 25.075 5.631
C 5.941 24.075 5.074
N 7.323 24.556 5.199
C 7.708 25.637 4.259
C 7.625 25.260 2.703
O 6.303 25.352 2.203
C 6.174 24.897 0.868
H 2.553 25.432 3.959
H 2.085 23.797 4.525
H 3.453 23.940 3.462
H 4.997 25.306 6.685
H 4.879 26.038 5.121
H 5.657 23.840 4.048
H 5.824 23.115 5.576
H 8.006 23.823 5.068
H 8.759 25.877 4.422
H 7.165 26.562 4.453
H 8.139 24.318 2.513
H 8.191 26.000 2.137
H 6.679 23.965 0.615
H 6.603 25.660 0.218
H 5.122 24.893 0.583
C -1.473 22.017 6.361
O -1.520 21.697 4.998
C -0.900 22.578 4.085
C -1.159 21.983 2.685
N -0.352 20.810 2.459
C -0.847 20.059 1.342
C -0.044 18.757 1.350
O -0.323 18.064 2.521
C 0.466 16.902 2.738
H -0.490 22.307 6.733
H -1.638 21.115 6.950
H -2.290 22.716 6.541
H 0.170 22.766 4.175
H -1.397 23.543 4.185
H -0.803 22.669 1.916
H -2.219 21.870 2.459
H -0.392 20.276 3.315
H -0.724 20.594 0.400
H -1.874 19.696 1.386
H 1.026 18.951 1.274
H -0.422 18.155 0.524
H 0.680 16.289 1.863
H -0.041 16.262 3.461
H 1.403 17.132 3.245
C 1.920 20.053 4.906
O 2.691 19.929 6.064
H 0.863 20.092 5.168
H 2.181 20.911 4.287
H 2.062 19.157 4.302
H 3.627 20.043 5.886
C 5.062 19.747 8.681
O 5.465 18.933 9.820
H 4.000 19.973 8.777
H 5.577 20.690 8.499
H 5.227 19.160 7.778
H 5.173 19.391 10.611
C 2.816 22.731 8.015
O 2.810 24.149 8.172
H 2.587 22.149 8.907
H 2.151 22.320 7.255
H 3.812 22.421 7.698
H 3.090 24.566 7.353
C 6.662 20.505 5.024
O 5.226 20.484 5.066
H 7.059 21.040 5.886
H 6.999 19.469 5.029
H 7.114 20.951 4.138
H 4.946 20.531 4.149
*
```

Properties
Expectation value of S²: 0.76
LUMO energy (alpha / beta), eV: -3.0814 / -8.2742
Orbital gap (alpha / beta), eV: 7.05 / 1.85

Results of the Mulliken charge analysis, in e, for atoms 1 through 8:
1 C -1.1882
2 C 1.1680
3 O -0.4232
4 C 0.3790
5 O -0.5401
6 O -0.4373
7 C -0.4841
8 H 0.1141